Entry 1:
The following is a DFT calculation (wB97M-V/def2-TZVPD) of a 2-piece molecular cluster, C4H7FO2S overall.

Total charge ... 0
E_HOMO ... -10.1 eV

Each line ends with the natural charge from an NBO analysis.
Geometry (Å):
C  1.90854  0.04389  0.92768  -0.354
C  1.10378  0.93630  0.37699  -0.272
C  -1.76439  -0.76727  -1.08283  -0.890
C  -0.37189  1.23407  0.46649  -0.018
O  0.00881  0.89194  -2.19523  -0.930
O  -2.15187  1.85857  -1.33217  -0.925
F  -1.19069  0.75790  1.42872  -0.343
S  -1.11050  0.91974  -1.24168  2.110
H  2.82665  -0.22439  0.45095  0.211
H  1.67163  -0.67486  1.70954  0.197
H  1.61407  1.69429  -0.21791  0.239
H  -1.04233  -1.58454  -1.17273  0.258
H  -2.20595  -0.67728  -0.02561  0.252
H  -2.65782  -0.89004  -1.68868  0.261
H  -0.78702  2.64513  0.49650  0.202

Atomic forces in eV per Å
-0.839 -1.454 0.401
-0.160 1.226 0.683
-1.151 1.017 2.199
-1.096 4.747 -0.875
-1.621 0.319 1.122
-1.908 1.097 -0.548
0.511 -1.029 0.308
3.467 -2.373 -0.421
0.884 0.769 0.021
-0.605 0.150 -0.153
-0.483 -0.452 -0.639
-0.031 0.554 -0.037
0.762 -0.636 -1.296
0.264 0.112 -0.499
2.007 -4.048 -0.267



Entry 2:
The following is a DFT calculation (wB97M-V/def2-TZVPD) of C4H7FS in the gas phase.

SMILES ... C/C=C(\F)CS
Total charge ... 0
E_HOMO ... -9.2 eV

Each line ends with the natural charge from an NBO analysis.
Geometry (Å):
C  -1.22332  -0.41941  1.71973  -0.646
C  -0.58984  0.32492  0.57995  -0.265
C  0.49678  -0.04703  -0.05617  0.383
C  1.16060  0.61842  -1.22383  -0.604
H  -1.24708  0.22589  2.65491  0.220
H  -2.28554  -0.67105  1.49473  0.222
H  -0.66662  -1.35864  1.94538  0.232
H  -1.07802  1.27891  0.30288  0.213
H  2.23116  0.82054  -0.99866  0.245
H  0.70231  1.55441  -1.44492  0.231
H  0.02016  -0.82669  -2.80763  0.115
F  1.23134  -1.08437  0.47244  -0.350
S  1.24806  -0.41590  -2.63880  0.005

Atomic forces in eV per Å
-0.059 -0.019 1.033
-1.175 0.734 0.329
1.152 0.150 0.516
0.529 -0.276 1.404
0.085 -0.769 -1.038
0.734 0.139 0.073
-0.497 0.745 -0.114
0.330 -0.776 -0.224
-0.635 -0.120 0.014
-0.499 0.672 -0.030
-1.087 -0.007 0.227
-0.398 0.249 -0.739
1.520 -0.720 -1.452



Entry 3:
The following is a DFT calculation (wB97M-V/def2-TZVPD) of C4H7GaO3 as an isolated structure.

Total charge ... +2
E_HOMO ... -20.1 eV

Each line ends with the natural charge from an NBO analysis.
Geometry (Å):
H  -2.11188  -1.79383  -1.97781  -0.122
O  -1.82741  0.90233  -0.77392  -0.501
C  -1.40964  1.61398  0.10912  0.430
C  -0.10770  1.17305  0.78373  0.450
O  0.79493  0.93958  -0.06738  -0.338
C  1.93193  0.06059  0.16473  -0.109
C  1.31208  -1.23084  0.70028  -0.098
O  -0.01384  -1.34360  0.33156  -0.890
Ga  -0.99293  -1.04279  -1.13392  1.653
H  -1.78032  2.63334  0.29873  0.261
H  0.12691  1.49485  1.80888  0.266
H  2.60317  0.55997  0.87162  0.265
H  2.40770  -0.06520  -0.81317  0.254
H  1.32284  -1.15831  1.80450  0.221
H  1.95769  -2.07137  0.39338  0.259

Atomic forces in eV per Å
0.888 0.598 0.228
-0.114 -0.447 0.005
0.782 0.139 -0.466
1.201 1.731 -0.675
-1.624 0.314 0.091
1.357 0.125 0.089
0.980 0.012 1.423
-1.223 0.188 -0.815
-1.348 -1.280 0.030
-0.318 -0.242 0.229
-0.055 -1.025 0.281
0.030 -0.297 -0.128
-0.198 0.351 0.165
0.027 -0.392 -0.418
-0.383 0.225 -0.041



Entry 4:
The following is a DFT calculation (wB97M-V/def2-TZVPD) of C4H7HgLiO2 as an isolated structure.

Total charge ... +1
⟨S²⟩ ... 0.751
Multiplicity ... 2
E_HOMO (alpha / beta) ... -10.8 / -10.8 eV

Each line ends with the natural charge from an NBO analysis.
Geometry (Å):
H  2.72919  1.27237  0.82895  0.010
C  3.12920  1.64551  -2.89627  0.174
C  2.37473  1.30110  -1.65317  -0.524
C  1.64347  2.54435  -1.95424  -0.026
C  2.14492  3.90759  -1.61309  -0.098
O  3.36774  3.87248  -1.00193  -1.042
O  4.34919  2.01163  -2.89249  -0.922
Li  6.10120  1.91663  -3.63428  0.897
Hg  5.04452  3.36519  -1.56472  1.224
H  2.69702  1.34822  -3.86153  0.201
H  1.70874  0.34934  -1.75488  0.265
H  3.06629  1.11356  -0.82926  0.235
H  0.71420  2.48255  -2.52491  0.236
H  1.36926  4.33197  -0.93343  0.192
H  2.14622  4.52982  -2.53447  0.178

Atomic forces in eV per Å
0.016 0.006 0.474
-4.314 -0.887 -0.200
-0.677 -2.784 -0.649
1.638 -0.159 -1.033
-1.075 0.214 -0.095
-4.781 1.949 3.115
2.828 -2.519 -2.512
-0.617 -0.115 0.032
5.790 1.210 0.126
0.086 0.679 0.194
1.189 1.707 0.049
-0.456 0.709 0.222
0.181 -0.142 0.313
0.218 0.197 -0.345
-0.027 -0.066 0.310



Entry 5:
The following is a DFT calculation (wB97M-V/def2-TZVPD) of C4H7HgO2 as an isolated structure.

Total charge ... 0
⟨S²⟩ ... 0.765
Multiplicity ... 2
E_HOMO (alpha / beta) ... -8.3 / -9.2 eV

Each line ends with the natural charge from an NBO analysis.
Geometry (Å):
O  0.11612  -0.37675  -0.14937  -0.657
Hg  1.52710  -0.88358  -1.98950  0.384
C  -0.65051  -0.06221  -1.33277  0.522
O  -1.70436  0.51628  -1.11485  -0.566
C  -0.78175  1.39782  1.24060  -0.650
C  -0.37926  -0.15504  1.18537  0.090
C  0.67222  -0.61150  2.18395  -0.625
H  -0.72407  1.63165  2.31459  0.202
H  -1.76721  1.84508  1.05630  0.237
H  -0.15936  1.98294  0.54605  0.217
H  -1.30948  -0.71814  1.35214  0.186
H  0.33990  -0.38482  3.20739  0.223
H  0.85255  -1.69145  2.09513  0.222
H  1.62579  -0.08779  2.01215  0.215

Atomic forces in eV per Å
-0.177 -0.830 -0.291
0.575 -0.210 -1.181
-2.304 1.702 3.451
2.378 -1.732 -1.947
0.449 -0.283 1.417
-2.139 2.073 -0.707
0.272 0.423 -0.230
0.930 0.558 -0.255
-0.311 -1.455 -0.559
0.423 -0.175 0.853
0.274 -0.130 -0.279
0.033 -0.107 -0.337
-0.117 0.297 -0.001
-0.285 -0.130 0.064



Entry 6:
The following is a DFT calculation (wB97M-V/def2-TZVPD) of C4H7I2N as an isolated structure.

Total charge ... 0
E_HOMO ... -9.1 eV

Each line ends with the natural charge from an NBO analysis.
Geometry (Å):
C  1.68494  0.02950  -0.53962  0.192
C  -1.06603  -0.19969  -0.84027  -0.701
C  -0.23527  0.24031  1.53589  -0.579
C  -0.10083  0.49253  0.07406  -0.128
N  1.76168  -1.11395  -0.97378  -0.631
I  0.01590  -1.84105  2.07439  0.073
I  -0.13677  2.65172  -0.23363  0.074
H  2.35907  0.86205  -0.40005  0.170
H  -2.08771  0.13164  -0.65327  0.219
H  -0.81850  0.00216  -1.87874  0.231
H  -1.01033  -1.27571  -0.68568  0.244
H  -1.23390  0.51264  1.88340  0.232
H  0.50177  0.78989  2.11704  0.237
H  2.64888  -1.47446  -1.31387  0.368

Atomic forces in eV per Å
-4.046 1.057 1.645
-0.037 0.071 -0.045
-0.086 0.048 0.371
3.612 -0.402 -1.651
-0.030 -0.876 -0.434
-0.049 0.225 0.026
-0.057 -0.361 0.084
0.457 0.138 -0.043
-0.067 -0.012 0.050
-0.031 0.031 -0.060
0.048 -0.065 0.025
0.086 -0.093 0.026
-0.032 -0.111 -0.017
0.233 0.349 0.024



Entry 7:
The following is a DFT calculation (wB97M-V/def2-TZVPD) of a 2-piece molecular cluster, C4H7I2N overall.

Total charge ... 0
E_HOMO (alpha / beta) ... -8.8 / -7.9 eV

Each line ends with the natural charge from an NBO analysis.
Geometry (Å):
C  -0.28535  -0.42850  0.30366  -0.300
C  -0.74761  0.75806  0.36317  -0.002
C  2.24508  0.42598  -0.20793  -0.598
C  1.16186  -0.70341  -0.19494  -0.398
N  -3.24981  0.22488  0.84783  -0.788
I  -3.48693  -1.61612  -0.14308  0.280
I  -4.14999  1.76320  -0.12001  0.315
H  -0.75492  -1.42374  0.47244  0.244
H  -0.64412  1.79270  0.49774  0.210
H  2.39097  0.81136  0.77183  0.206
H  3.00641  -0.15105  -0.56329  0.212
H  1.94496  1.10171  -0.90236  0.203
H  1.55648  -1.63325  0.16792  0.207
H  1.01297  -0.92182  -1.29298  0.209

Atomic forces in eV per Å
2.460 -1.660 -0.468
-2.113 -0.814 0.887
-2.796 -2.602 2.118
-0.669 0.894 -1.795
0.870 -0.625 -0.364
-0.075 0.801 0.374
-0.099 0.125 -0.162
-0.440 1.128 -0.066
0.104 0.903 -0.189
0.408 0.513 0.651
2.899 -0.746 -0.800
-0.594 2.436 -1.816
0.059 -0.363 0.747
-0.013 0.009 0.883



Entry 8:
The following is a DFT calculation (wB97M-V/def2-TZVPD) of C4H7IMnN as an isolated structure.

Total charge ... +1
⟨S²⟩ ... 8.762
Multiplicity ... 6
E_HOMO (alpha / beta) ... -13.7 / -13.7 eV

Each line ends with the natural charge from an NBO analysis.
Geometry (Å):
Mn  -4.58910  -3.21504  1.15169  1.410
I  -3.86726  -1.48455  -0.57577  -0.405
C  1.77939  0.36950  0.86588  -0.614
C  0.27341  0.54676  0.62694  -0.377
C  -0.16669  0.09838  -0.75115  -0.504
C  0.54708  0.72869  -1.85884  0.268
N  1.12241  1.20032  -2.72602  -0.296
H  2.35687  0.94656  0.14848  0.227
H  2.05456  -0.68512  0.80512  0.204
H  2.03537  0.69692  1.87332  0.222
H  -0.02638  1.57750  0.81935  0.214
H  -0.29215  -0.07506  1.33036  0.190
H  -1.23727  0.27467  -0.87730  0.225
H  0.00975  -0.97953  -0.83206  0.235

Atomic forces in eV per Å
0.309 0.784 -0.797
-0.353 -0.819 0.802
-0.526 -0.068 0.272
0.345 -0.019 0.514
-0.113 -0.311 -0.248
-0.263 -0.153 0.425
0.282 0.281 -0.447
0.098 -0.023 -0.038
0.070 0.030 -0.182
0.050 0.098 -0.054
0.043 0.047 -0.124
0.098 0.114 0.087
0.047 0.001 -0.106
-0.088 0.036 -0.104



Relative energy (zero: lowest compared OMol25 entry of this formula, charge and spin) per entry: 79.9 21.5 9.4 99.2 0.0 7.5 115.0 1.0 kcal per mole
Largest force on an atom per entry: 0.096 0.043 0.043 0.117 0.087 0.087 0.085 0.023 Eh/bohr